Molecular formula: C22H32NO2
Method: DFT, ωB97M-V/def2-TZVPD

Structure (XYZ):
```
57
Properties=species:S:1:pos:R:3:forces:R:3:mulliken_charge:R:1
C 2.9762 3.2028 -1.2241 -0.211 0.106 -0.111 -0.7761
O 4.1381 2.5033 -0.8117 0.246 -0.102 -0.051 -0.4939
C 4.5466 2.7537 0.5296 0.011 0.083 0.348 -0.6321
C 3.9315 1.7556 1.5190 0.187 0.045 -0.437 -0.4429
C 4.3962 0.3321 1.2231 0.032 0.261 0.638 -0.6415
N 3.9270 -0.0604 -0.1264 -0.249 0.340 -0.326 0.3502
C 4.5742 -1.2521 -0.7207 0.252 -0.658 -0.115 -0.6468
C 3.9545 -2.5316 -0.1654 -0.407 0.268 -0.109 -0.8508
C 2.4715 -2.6485 -0.5205 0.210 -0.447 -0.069 -0.6988
O 1.7842 -1.5750 0.1069 -0.185 0.051 0.092 -0.4120
C 0.3944 -1.5303 0.0405 -0.171 0.132 0.027 0.9998
C -0.3835 -2.3895 -0.7123 0.493 -0.067 0.016 -0.5786
C -1.7632 -2.2451 -0.7064 -0.176 0.181 0.130 -0.5177
C -2.3861 -1.2534 0.0354 0.081 -0.115 -0.114 -0.5771
C -3.8936 -1.0964 0.1158 -0.168 -0.124 0.039 2.9030
C -4.3245 -1.7227 1.4508 -0.027 0.093 -0.155 -2.1507
C -4.6335 -1.8162 -1.0207 0.122 0.015 0.124 -2.0944
C -4.2430 0.3804 0.0077 -0.018 0.058 0.019 -0.4564
C -5.1508 1.0090 0.8482 0.061 -0.113 -0.003 -0.0817
C -5.4632 2.3479 0.6767 -0.061 0.144 -0.002 -0.8416
C -4.8761 3.0798 -0.3388 -0.061 0.080 0.056 -0.3964
C -3.9722 2.4621 -1.1868 0.061 -0.004 -0.100 -0.9358
C -3.6619 1.1265 -1.0143 -0.058 0.052 -0.024 0.0551
C -1.5819 -0.3990 0.7878 0.176 -0.095 -0.028 -0.3222
C -0.2098 -0.5277 0.7911 0.133 -0.113 -0.025 -1.2389
H 2.1008 2.9216 -0.6311 -0.012 0.004 -0.009 0.3355
H 3.1295 4.2811 -1.1487 0.022 -0.019 0.013 0.3385
H 2.8125 2.9378 -2.2663 -0.071 0.045 0.033 0.2614
H 4.2925 3.7777 0.8156 0.033 -0.022 -0.049 0.4273
H 5.6361 2.6568 0.5319 -0.065 0.056 0.052 0.3158
H 4.2366 2.0310 2.5273 -0.024 -0.035 0.056 0.4516
H 2.8420 1.8090 1.4748 -0.074 0.025 0.078 0.1288
H 4.0062 -0.3651 1.9663 0.046 -0.060 -0.146 0.2932
H 5.4878 0.2907 1.2396 -0.060 -0.094 -0.084 0.4014
H 4.0458 0.8028 -0.7148 -0.147 -0.409 0.095 0.5536
H 2.9103 -0.3073 -0.0651 0.316 0.294 -0.037 0.1055
H 4.4280 -1.2152 -1.8025 0.007 0.111 0.070 0.4180
H 5.6463 -1.2223 -0.5177 -0.083 0.141 -0.031 0.3468
H 4.0666 -2.5659 0.9186 0.041 -0.089 0.047 0.3044
H 4.4783 -3.3903 -0.5828 0.042 0.004 0.006 0.4511
H 2.3354 -2.5996 -1.6092 -0.033 -0.031 0.084 0.4138
H 2.0789 -3.6052 -0.1603 -0.018 0.096 -0.058 0.5324
H 0.0579 -3.1760 -1.3036 0.066 -0.072 -0.064 0.4293
H -2.3449 -2.9312 -1.2993 -0.104 -0.066 -0.079 0.3961
H -3.9254 -1.1630 2.2933 0.009 0.037 0.124 0.4714
H -3.9483 -2.7424 1.5100 0.004 -0.069 0.004 0.4354
H -5.4078 -1.7591 1.5265 -0.139 0.005 0.077 0.4686
H -4.5456 -2.8958 -0.9253 0.012 -0.151 -0.042 0.4530
H -5.6896 -1.5600 -0.9758 -0.068 -0.007 0.004 0.4123
H -4.2534 -1.5085 -1.9918 0.011 0.003 -0.127 0.4683
H -5.6283 0.4638 1.6464 -0.034 -0.091 0.099 0.3581
H -6.1732 2.8178 1.3409 -0.058 0.044 0.056 0.3979
H -5.1233 4.1221 -0.4723 -0.022 0.089 -0.005 0.4064
H -3.5118 3.0217 -1.9881 0.031 0.045 -0.067 0.3941
H -2.9551 0.6525 -1.6819 0.065 -0.029 -0.061 0.3957
H -2.0398 0.3821 1.3753 -0.047 0.098 0.056 0.4866
H 0.4038 0.1332 1.3858 0.077 0.073 0.088 0.4259
```
Forces are in eV/Å.

Output
Highest occupied orbital energy: -10.79 eV
Relative energy (zero: lowest compared OMol25 entry of this formula, charge and spin): 0.00 kcal per mole
Structure (SMILES): COCCC[NH2+]CCCOc1ccc(C(C)(C)c2ccccc2)cc1
Total charge: +1
Multiplicity: 1